1.
The following is a quantum chemistry calculation of a molecular structure, C20H54N3O9Zn, from OMol25.

Computed properties:
F_max: 0.128 hartree/bohr
LUMO level: -4.7 eV
ΔE to the lowest compared entry with this formula, charge and spin: 98.4 kcal/mol
highest occupied orbital energy: -11.269 eV

The geometry in ORCA input format:
```
! RIJCOSX wB97M-V def2-TZVPD def2/J DEFGRID3
* xyz 1 1
Zn 2.387 1.101 1.331
O 0.221 0.312 -1.707
C 0.857 0.660 -0.624
O 0.630 0.250 0.535
O 1.826 1.374 -0.705
H 0.766 0.512 -2.472
C -1.962 2.841 1.602
C -2.495 2.810 3.027
C -3.351 3.987 3.413
O -3.164 1.601 3.254
H -1.364 3.738 1.444
H -2.672 2.815 0.775
H -1.207 2.073 1.435
H -1.591 2.858 3.634
H -4.204 4.067 2.738
H -2.764 4.892 3.255
H -3.721 3.963 4.438
H -2.523 0.920 3.034
C 0.698 -4.197 -3.869
C 0.903 -2.733 -3.480
C 1.943 -2.627 -2.419
O 1.343 -2.072 -4.653
H 1.580 -4.619 -4.351
H -0.116 -4.222 -4.593
H 0.291 -4.832 -3.082
H -0.043 -2.342 -3.105
H 1.863 -1.689 -1.870
H 2.939 -2.907 -2.764
H 1.761 -3.256 -1.547
H 1.152 -1.143 -4.507
C 3.934 -2.501 2.825
C 2.945 -1.395 2.395
C 2.491 -0.539 3.570
O 1.873 0.643 3.189
C 1.227 1.212 4.298
N 3.621 -0.553 1.348
H 4.390 -3.076 2.019
H 3.415 -3.225 3.453
H 4.754 -2.035 3.372
H 2.083 -1.857 1.915
H 3.411 -0.261 4.085
H 1.936 -1.150 4.281
H 0.746 2.127 3.952
H 1.922 1.550 5.067
H 0.583 0.543 4.867
H 3.887 -1.220 0.638
H 4.510 -0.378 1.794
C -2.313 0.539 -6.317
C -1.330 0.226 -5.151
C -0.027 0.993 -5.189
O 0.903 0.469 -4.277
C 2.200 1.106 -4.465
N -2.034 0.675 -3.960
H -2.499 1.612 -6.377
H -3.267 0.061 -6.094
H -1.808 0.140 -7.196
H -1.031 -0.821 -5.197
H -0.223 2.042 -4.967
H 0.296 0.834 -6.218
H 2.924 0.369 -4.116
H 2.222 2.021 -3.873
H 2.449 1.312 -5.505
H -2.907 0.174 -3.879
H -1.471 0.449 -3.153
C -0.982 -2.624 2.104
C -2.075 -1.522 2.096
C -3.334 -1.856 2.944
O -3.111 -1.921 4.303
C -4.211 -2.387 5.092
N -1.325 -0.419 2.591
H -0.311 -2.508 2.955
H -0.346 -2.485 1.229
H -1.461 -3.603 2.079
H -2.441 -1.434 1.073
H -3.716 -2.817 2.598
H -4.097 -1.131 2.663
H -4.028 -2.411 6.166
H -4.440 -3.414 4.807
H -5.059 -1.705 5.033
H -0.810 -0.626 3.434
H -0.625 -0.113 1.930
C 2.146 4.561 -1.687
O 2.040 5.813 -1.046
H 3.040 4.079 -1.292
H 1.293 3.915 -1.477
H 2.308 4.701 -2.756
H 1.748 5.687 -0.140
*
```

2.
The following is a quantum chemistry calculation of 7 unconnected molecules or ions with the total composition C20H54O7, from OMol25.

Computed properties:
F_max: 0.047 hartree/bohr
LUMO level: 0.6 eV
ΔE to the lowest compared entry with this formula, charge and spin: 22.8 kcal/mol
SMILES: CC(C)O.CC(C)O.CC(C)O.CC(C)O.CC(C)O.CC(C)O.CCO
highest occupied orbital energy: -9.835 eV

The geometry in ORCA input format:
```
! RIJCOSX wB97M-V def2-TZVPD def2/J DEFGRID3
* xyz 0 1
C 5.411 8.396 -1.435
C 6.575 7.964 -0.532
C 6.620 8.619 0.869
O 6.669 6.568 -0.487
H 5.490 7.816 -2.359
H 5.422 9.441 -1.742
H 4.429 8.117 -1.043
H 7.485 8.376 -0.986
H 6.919 9.662 0.785
H 7.326 8.209 1.592
H 5.629 8.555 1.325
H 5.973 6.310 0.138
C 0.473 9.577 -0.521
C -0.953 9.901 -0.891
C -1.908 8.889 -0.332
O -1.301 11.168 -0.261
H 1.178 10.310 -0.908
H 0.720 8.634 -1.019
H 0.494 9.380 0.551
H -1.078 10.027 -1.972
H -1.684 7.883 -0.721
H -2.942 9.078 -0.629
H -1.833 8.715 0.742
H -2.241 11.282 -0.433
C 4.113 12.310 -5.207
C 2.974 12.413 -4.160
C 1.696 13.099 -4.640
O 2.759 11.098 -3.717
H 4.582 13.253 -5.490
H 3.751 11.748 -6.067
H 4.951 11.747 -4.788
H 3.408 13.017 -3.354
H 0.941 12.784 -3.911
H 1.363 12.705 -5.600
H 1.700 14.185 -4.599
H 2.459 11.038 -2.808
C 3.200 7.147 1.318
C 3.573 5.667 1.237
C 3.195 4.982 -0.090
O 4.927 5.432 1.637
H 2.252 7.328 0.813
H 3.855 7.829 0.772
H 3.194 7.328 2.390
H 2.943 5.179 1.994
H 2.185 5.252 -0.391
H 3.498 3.933 -0.051
H 3.800 5.324 -0.942
H 4.998 4.473 1.536
C 8.268 11.533 2.129
C 9.273 12.560 2.658
C 10.018 12.117 3.910
O 10.177 12.977 1.633
H 8.844 10.794 1.569
H 7.598 12.059 1.451
H 7.746 11.080 2.969
H 8.783 13.509 2.883
H 10.892 12.771 4.019
H 10.593 11.196 3.755
H 9.406 12.158 4.806
H 10.719 12.238 1.332
C 1.147 10.344 5.067
C 2.485 10.274 4.349
C 3.380 9.233 5.013
O 2.325 9.940 2.977
H 1.218 10.524 6.136
H 0.569 9.428 4.905
H 0.477 11.056 4.571
H 3.019 11.228 4.382
H 4.181 8.980 4.314
H 2.956 8.279 5.331
H 3.781 9.684 5.922
H 2.018 10.671 2.435
C 3.200 11.621 -0.148
C 4.473 11.010 0.465
O 4.469 11.384 1.846
H 3.164 12.689 0.069
H 2.288 11.201 0.280
H 3.233 11.474 -1.229
H 5.344 11.374 -0.076
H 4.336 9.933 0.420
H 4.029 10.677 2.330
*
```

3.
The following is a quantum chemistry calculation of 7 unconnected molecules or ions with the total composition C20H54O7, from OMol25.

Computed properties:
F_max: 0.047 hartree/bohr
LUMO level: 0.4 eV
ΔE to the lowest compared entry with this formula, charge and spin: 17.0 kcal/mol
SMILES: CC(C)O.CC(C)O.CC(C)O.CC(C)O.CC(C)O.CC(C)O.CCO
highest occupied orbital energy: -9.693 eV

The geometry in ORCA input format:
```
! RIJCOSX wB97M-V def2-TZVPD def2/J DEFGRID3
* xyz 0 1
C 0.484 1.229 -3.699
C -0.847 0.674 -4.239
C -2.009 1.364 -3.545
O -0.953 0.837 -5.650
H 0.803 0.636 -2.838
H 0.221 2.192 -3.250
H 1.293 1.362 -4.412
H -0.939 -0.399 -4.056
H -2.112 1.123 -2.484
H -2.984 1.071 -3.940
H -1.927 2.448 -3.667
H -0.941 1.778 -5.856
C -5.474 1.832 1.509
C -4.329 0.818 1.333
C -4.748 -0.629 1.639
O -3.900 0.865 -0.029
H -5.006 2.818 1.497
H -6.056 1.640 2.404
H -6.050 1.810 0.584
H -3.472 1.018 1.988
H -5.422 -1.023 0.877
H -5.322 -0.714 2.569
H -3.889 -1.288 1.784
H -3.358 0.067 -0.125
C 3.747 0.253 -1.499
C 4.924 1.151 -1.094
C 5.366 0.682 0.305
O 5.960 0.913 -2.034
H 3.916 -0.822 -1.589
H 3.475 0.519 -2.526
H 2.907 0.342 -0.804
H 4.672 2.215 -1.142
H 4.734 1.083 1.098
H 6.376 0.986 0.593
H 5.399 -0.407 0.310
H 5.733 1.409 -2.827
C -1.522 -1.655 3.920
C -0.208 -2.056 4.625
C 0.288 -1.005 5.613
O -0.416 -3.239 5.391
H -2.299 -1.342 4.614
H -1.862 -2.511 3.338
H -1.286 -0.869 3.202
H 0.521 -2.236 3.826
H 0.764 -0.206 5.024
H 1.086 -1.351 6.270
H -0.486 -0.531 6.214
H 0.408 -3.706 5.539
C 1.720 3.063 1.442
C 2.909 3.942 1.023
C 2.615 4.504 -0.366
O 3.054 5.116 1.836
H 0.809 3.641 1.295
H 1.821 2.762 2.487
H 1.790 2.144 0.864
H 3.825 3.347 1.013
H 2.497 3.662 -1.058
H 3.520 4.977 -0.751
H 1.741 5.137 -0.258
H 2.402 5.097 2.541
C 0.141 -0.101 0.350
C -0.467 -1.277 -0.419
C -0.434 -2.504 0.489
O -1.835 -1.120 -0.791
H -0.575 0.189 1.122
H 0.313 0.734 -0.333
H 1.107 -0.310 0.805
H 0.155 -1.370 -1.315
H -1.049 -3.359 0.188
H -0.645 -2.372 1.549
H 0.516 -3.061 0.447
H -2.018 -1.784 -1.472
C -0.643 -5.189 -2.516
C -0.884 -3.832 -3.139
O -2.193 -3.397 -2.737
H -1.296 -5.940 -2.971
H -0.783 -5.270 -1.442
H 0.378 -5.504 -2.760
H -0.816 -3.826 -4.229
H -0.088 -3.154 -2.827
H -2.852 -4.087 -2.823
*
```

4.
The following is a quantum chemistry calculation of a molecular structure, C20H55AlB2BrIN2O14P3, from OMol25.

Computed properties:
F_max: 0.065 hartree/bohr
LUMO level: 2.3 eV
highest occupied orbital energy: -4.279 eV

The geometry in ORCA input format:
```
! RIJCOSX wB97M-V def2-TZVPD def2/J DEFGRID3
* xyz -1 1
C -4.202 -0.627 -1.131
N -3.436 -1.685 -0.412
C -3.165 -2.816 -1.316
B -2.219 -1.116 0.156
O -0.974 -1.546 -0.366
Al -2.244 0.326 1.768
Br -0.740 2.097 1.215
I -4.655 1.275 2.224
B -1.750 -0.638 3.633
N -2.195 -2.046 3.889
O -1.086 -0.042 4.688
H -3.642 0.306 -1.214
H -4.403 -0.972 -2.148
H -5.163 -0.441 -0.648
H -2.566 -2.540 -2.191
H -2.670 -3.605 -0.746
H -4.121 -3.223 -1.664
H -0.594 -2.323 0.051
H -2.212 -2.547 3.004
H -3.170 -2.053 4.191
H -1.381 -0.442 5.520
O 3.114 6.616 5.180
P 3.867 6.387 3.946
O 3.449 7.324 2.739
C 3.418 8.746 2.913
C 4.782 9.368 2.689
O 3.454 4.983 3.304
C 2.833 3.941 4.078
C 1.397 3.739 3.658
O 5.438 6.311 3.785
C 6.164 5.120 4.142
C 6.671 4.458 2.884
H 3.030 8.989 3.905
H 2.705 9.121 2.179
H 5.487 9.055 3.461
H 4.709 10.456 2.709
H 5.188 9.055 1.726
H 2.905 4.165 5.144
H 3.410 3.032 3.889
H 0.826 4.659 3.790
H 0.927 2.947 4.242
H 1.338 3.466 2.607
H 5.542 4.442 4.727
H 6.995 5.436 4.774
H 5.838 4.153 2.252
H 7.269 3.580 3.131
H 7.285 5.155 2.312
O -3.533 1.511 -4.520
P -2.566 2.160 -5.404
O -2.483 1.527 -6.858
C -3.679 1.376 -7.633
C -4.017 2.642 -8.394
O -1.076 1.818 -4.926
C -0.794 1.410 -3.575
C -0.407 -0.049 -3.528
O -2.415 3.704 -5.699
C -1.760 4.579 -4.755
C -0.437 5.019 -5.333
H -4.503 1.072 -6.984
H -3.485 0.558 -8.326
H -4.284 3.450 -7.711
H -4.859 2.467 -9.065
H -3.159 2.975 -8.979
H -1.650 1.602 -2.927
H 0.032 2.033 -3.224
H -1.212 -0.667 -3.928
H -0.202 -0.358 -2.503
H 0.482 -0.224 -4.138
H -1.634 4.090 -3.789
H -2.421 5.432 -4.609
H 0.216 4.161 -5.487
H 0.053 5.723 -4.659
H -0.588 5.501 -6.300
O -1.142 -6.439 -0.127
P -0.208 -7.189 0.710
O 0.291 -8.562 0.097
C 0.887 -8.582 -1.210
C 2.368 -8.269 -1.153
O -1.017 -7.819 1.956
C -2.274 -7.272 2.367
C -3.395 -8.232 2.039
O 1.068 -6.639 1.446
C 0.959 -5.854 2.657
C 1.465 -6.674 3.818
H 0.361 -7.885 -1.867
H 0.725 -9.587 -1.596
H 2.541 -7.240 -0.835
H 2.821 -8.406 -2.136
H 2.868 -8.923 -0.437
H -2.449 -6.303 1.899
H -2.210 -7.114 3.447
H -3.422 -8.429 0.967
H -4.357 -7.819 2.346
H -3.241 -9.184 2.549
H -0.067 -5.520 2.816
H 1.574 -4.968 2.512
H 0.852 -7.566 3.953
H 1.441 -6.084 4.734
H 2.489 -7.000 3.633
*
```

5.
The following is a quantum chemistry calculation of 6 unconnected molecules or ions with the total composition C20H55BrN5O5, from OMol25.

Computed properties:
F_max: 0.066 hartree/bohr
LUMO level: 2.5 eV
ΔE to the lowest compared entry with this formula, charge and spin: 62.4 kcal/mol
highest occupied orbital energy: -3.965 eV

The geometry in ORCA input format:
```
! RIJCOSX wB97M-V def2-TZVPD def2/J DEFGRID3
* xyz -1 1
Br 0.922 2.197 -0.480
C -2.014 3.799 4.566
C -3.190 3.146 4.022
C -4.401 4.043 3.661
O -5.467 3.300 3.117
C -6.673 4.063 3.130
N -2.893 2.441 2.762
H -1.060 3.467 4.157
H -2.017 3.766 5.655
H -2.134 4.842 4.274
H -3.507 2.404 4.755
H -4.036 4.820 2.989
H -4.785 4.579 4.529
H -6.912 4.124 4.192
H -7.529 3.647 2.598
H -6.465 5.008 2.629
H -2.261 1.698 3.023
H -2.163 2.963 2.300
C 5.763 0.108 4.796
C 4.543 0.294 3.964
C 3.733 1.516 4.450
O 3.339 1.536 5.817
C 4.280 2.310 6.680
N 5.030 0.509 2.560
H 6.220 -0.804 4.411
H 5.562 -0.238 5.810
H 6.368 1.011 4.879
H 3.938 -0.611 3.912
H 2.832 1.674 3.857
H 4.196 2.450 4.134
H 4.397 3.254 6.148
H 5.296 2.015 6.943
H 3.843 2.627 7.627
H 4.373 1.062 2.029
H 5.814 1.145 2.542
C 3.892 -2.474 -3.836
C 2.511 -3.126 -3.728
C 2.485 -4.593 -3.973
O 3.031 -4.944 -5.266
C 3.515 -6.275 -5.340
N 1.998 -2.908 -2.453
H 4.541 -2.931 -3.089
H 3.943 -1.417 -3.577
H 4.171 -2.586 -4.884
H 1.901 -2.761 -4.554
H 1.492 -5.009 -3.805
H 3.178 -5.061 -3.274
H 3.821 -6.504 -6.361
H 2.858 -7.080 -5.011
H 4.438 -6.314 -4.761
H 2.714 -3.195 -1.801
H 1.955 -1.914 -2.278
C -2.818 -3.365 -0.433
C -2.851 -2.372 0.749
C -1.675 -2.357 1.660
O -1.694 -1.782 2.994
C -0.624 -2.296 3.782
N -3.036 -1.099 0.137
H -2.105 -3.059 -1.198
H -3.731 -3.499 -1.014
H -2.495 -4.372 -0.168
H -3.856 -2.370 1.172
H -0.812 -1.962 1.123
H -1.457 -3.408 1.853
H -0.790 -1.708 4.684
H 0.319 -2.308 3.237
H -0.899 -3.323 4.024
H -2.062 -0.835 0.084
H -3.170 -1.219 -0.857
C 0.224 2.209 -5.878
C -1.311 2.204 -5.716
C -1.932 0.822 -5.410
O -3.359 0.946 -5.151
C -4.067 0.571 -6.311
N -1.631 3.111 -4.621
H 0.686 3.194 -5.824
H 0.436 1.726 -6.832
H 0.591 1.528 -5.110
H -1.733 2.602 -6.639
H -1.404 0.441 -4.536
H -1.627 0.169 -6.228
H -3.733 -0.400 -6.676
H -4.149 1.411 -7.002
H -5.102 0.405 -6.012
H -2.511 2.707 -4.335
H -1.009 2.618 -3.997
*
```

Orbital gap (computed, eV): 6.5541, 10.3879, 10.1407, 6.5557, 6.4353